Record 1
Density functional theory data (wB97M-V/def2-TZVPD) for a molecular structure, C38H38FeN2O2PS2 in a non-equilibrium geometry.

```
84
C38H38FeN2O2PS2 | the OMol25 dataset | wB97M-V/def2-TZVPD
Fe -0.88589 -1.40552 -0.09896
C -1.98716 -2.88301 -1.55164
C -2.99023 -1.85079 -1.53776
C -2.66814 -0.91279 -2.58015
C -1.43487 -1.33026 -3.19396
C -1.06282 -2.55475 -2.60604
C 0.00211 -3.46267 -3.12135
C -0.74208 -0.58529 -4.24185
C -3.48671 0.24170 -2.98325
C -4.24559 -1.82420 -0.74553
C -2.19400 -4.25279 -1.02508
H 0.30868 -4.18416 -2.35826
H 0.89293 -2.88574 -3.39935
H -0.33100 -4.02559 -4.03671
H -0.63221 0.49160 -3.98273
H -1.25101 -0.63644 -5.25333
H 0.27228 -1.00379 -4.46256
H -2.87193 0.99842 -3.47962
H -4.04426 0.71275 -2.13074
H -4.27499 -0.10825 -3.70628
H -4.35343 -0.85343 -0.22611
H -4.26194 -2.65191 -0.02246
H -5.17102 -1.94931 -1.40197
H -1.27425 -4.86342 -0.97134
H -2.95745 -4.80481 -1.65387
H -2.62888 -4.19162 -0.00744
O -2.45340 2.92579 2.89155
C -2.81672 3.44291 1.70012
C -3.41181 4.70663 1.71079
C -3.73795 5.36204 0.50193
C -3.45424 4.70341 -0.68593
C -2.87153 3.42873 -0.71166
C -2.55941 2.76974 0.46916
C -1.96748 1.38520 0.46807
O -1.56398 0.87223 -0.61637
N -1.85799 0.75712 1.67861
N -1.40821 -0.50623 1.58180
C -0.97304 -1.08563 2.71367
S -0.62791 -0.03334 4.01375
C 0.16057 -1.24532 5.15458
C 0.18923 -2.65432 4.61682
S -0.59550 -2.72781 2.91245
H -2.26990 1.92589 2.75027
H -3.59194 5.23125 2.64345
H -4.26810 6.33008 0.45060
H -3.75347 5.14550 -1.64516
H -2.68881 2.92118 -1.64051
H -0.41657 -1.13741 6.09099
H 1.16668 -0.88496 5.39507
H -0.31843 -3.35344 5.29804
H 1.22672 -3.01617 4.49827
C 1.04754 3.22794 2.71288
C 1.43118 1.93425 3.00183
C 1.70755 1.02195 1.97400
C 1.61924 1.42805 0.62061
C 1.28601 2.77335 0.36440
C 0.90972 3.65311 1.38023
P 2.08594 0.39073 -0.79303
C 3.78801 0.88953 -1.07820
C 4.09393 1.36508 -2.34328
C 5.28645 2.03379 -2.58292
C 6.21400 2.18914 -1.54608
C 5.96643 1.61590 -0.26683
C 4.74889 0.94662 -0.04877
C 2.27477 -1.32215 -0.16574
C 3.52309 -1.94909 0.00494
C 3.56983 -3.25942 0.50169
C 2.40932 -3.95433 0.76931
C 1.18945 -3.35947 0.45995
C 1.07400 -2.01862 0.08921
H 0.83039 3.92297 3.53564
H 1.49031 1.60588 4.04558
H 1.97473 -0.00486 2.22102
H 1.15983 3.07207 -0.67158
H 0.55811 4.64906 1.13948
H 3.32655 1.24399 -3.10998
H 5.48465 2.47333 -3.56919
H 7.14571 2.72665 -1.73010
H 6.72641 1.72760 0.49363
H 4.56183 0.50151 0.91190
H 4.42448 -1.41323 -0.27225
H 4.53805 -3.72245 0.66966
H 2.43345 -4.94987 1.19228
H 0.25723 -3.92597 0.62775
```

The HOMO energy (alpha / beta) comes out at -3.3518 / -3.6380 eV. The LUMO energy (alpha / beta) is 2.1 / 2.1 eV. The spin multiplicity is 5. The calculation puts the frontier orbital gap (alpha / beta) at 5.435 / 5.716 eV. The energy comes out at -4132.2601 hartree. The charge is -1.


Record 2
Density functional theory data (wB97M-V/def2-TZVPD) for a molecular structure, C38H38IrN6O3P2 in a non-equilibrium geometry.

```
88
C38H38IrN6O3P2 | the OMol25 dataset | wB97M-V/def2-TZVPD
Ir -0.54136 0.25921 -0.01032
C -4.55547 0.23303 3.62855
N -3.29394 0.62577 2.99477
C -2.56285 1.73271 3.32065
C -1.49695 1.76170 2.47771
N -1.56496 0.65496 1.66241
C -2.68176 -0.00651 1.97148
P -3.46118 -1.35319 1.00531
C -3.47927 -0.37245 -0.54594
N -2.47686 0.41660 -0.93933
C -2.87347 1.02429 -2.09620
C -4.12942 0.59407 -2.40636
N -4.50191 -0.27646 -1.42058
C -5.77011 -1.00601 -1.38398
C -2.02050 -2.37378 0.60738
N -0.89108 -1.85442 0.15931
C -0.07567 -2.86786 -0.31661
C -0.77810 -4.04037 -0.06818
N -1.97429 -3.72468 0.49523
C -2.99870 -4.69320 0.88919
H -4.61676 0.72485 4.59457
H -5.39699 0.54136 3.01164
H -4.57288 -0.84282 3.77632
H -2.85902 2.40141 4.10991
H -0.69590 2.47442 2.40427
H -2.25289 1.73664 -2.60935
H -4.78214 0.83516 -3.22711
H -6.41586 -0.59696 -2.15470
H -5.60546 -2.06280 -1.58137
H -6.24658 -0.87770 -0.41528
H 0.31241 -2.70742 -1.31205
H -0.50077 -5.06662 -0.24585
H -2.50689 -5.56930 1.30188
H -3.64162 -4.25488 1.64691
H -3.58946 -4.97987 0.02180
C 0.75772 1.74747 -5.13480
C 1.33126 1.12919 -3.90054
C 2.40861 0.09878 -4.03470
O 1.54625 1.94030 -2.86479
C -0.16313 -0.14616 -3.20756
O -0.85159 -0.29352 -4.15690
O 0.01144 -0.51314 -2.05549
H 1.48321 2.47558 -5.50958
H -0.18408 2.25917 -4.93302
H 0.58175 1.00048 -5.90316
H 3.26883 0.57794 -4.51365
H 2.08430 -0.72795 -4.66464
H 2.71060 -0.27517 -3.05973
H 1.07406 2.78601 -2.93744
C 2.68832 -0.67097 5.31334
C 3.51279 -1.08448 4.27868
C 3.14580 -0.85847 2.96168
C 1.94536 -0.20842 2.65596
C 1.13190 0.20489 3.70725
C 1.49854 -0.02103 5.02580
P 1.56016 0.06507 0.89261
C 2.37021 -1.36143 0.15541
C 1.91386 -2.63451 0.55318
C 2.64511 -3.75006 0.11466
C 3.64240 -3.62899 -0.83186
C 3.98662 -2.37151 -1.32336
C 3.36855 -1.24341 -0.80659
C 2.29262 1.61881 0.37410
C 3.62078 1.93200 0.50916
C 4.09232 3.19646 0.10509
C 3.21456 4.12596 -0.37667
C 1.82916 3.84898 -0.47984
C 0.90042 4.83618 -0.90764
C -0.43041 4.54436 -0.94021
C -0.89423 3.24621 -0.59391
C -0.04031 2.23401 -0.23865
C 1.35717 2.56650 -0.12846
H 2.97304 -0.85308 6.34104
H 4.44341 -1.59119 4.49626
H 3.80347 -1.19308 2.16899
H 0.20844 0.70779 3.51408
H 0.85303 0.31149 5.82810
H 1.59562 -2.69532 1.59121
H 2.38760 -4.72938 0.50124
H 4.17468 -4.50786 -1.17086
H 4.76940 -2.27106 -2.06345
H 3.69133 -0.25837 -1.12286
H 4.31684 1.22008 0.93856
H 5.14397 3.43125 0.19546
H 3.57253 5.10444 -0.67416
H 1.25976 5.82520 -1.16338
H -1.14362 5.30311 -1.23656
H -1.96177 3.06199 -0.63346
```

The HOMO energy (alpha / beta) comes out at -12.5316 / -12.5304 eV. The LUMO energy (alpha / beta) is -4.9 / -6.2 eV. The spin multiplicity is 2. The calculation puts the frontier orbital gap (alpha / beta) at 7.611 / 6.360 eV. The energy comes out at -2811.6921 hartree. The charge is +2. The energy relative to the best compared isomer or geometry (same formula, charge and spin) is 225.20 kJ/mol.


Record 3
Density functional theory data (wB97M-V/def2-TZVPD) for a molecular structure, C38H39BrN2O6SY.

```
88
C38H39BrN2O6SY | the OMol25 dataset | wB97M-V/def2-TZVPD
Y 1.48606 1.95966 -1.23685
O 1.84517 7.32978 2.33310
C 1.79684 6.18798 1.60105
C 2.60929 5.09636 1.89105
C 2.49341 3.97870 1.09090
N 1.63883 3.93908 0.07804
C 0.85369 4.97616 -0.20297
C 0.90165 6.13866 0.53651
C -0.06744 4.76025 -1.41064
O -0.79702 5.67893 -1.75408
O 0.04408 3.58953 -1.92844
C 3.32730 2.70573 1.27378
O 4.10738 2.65935 2.21510
O 3.09200 1.81458 0.38153
H 2.49965 7.22310 3.02999
H 3.32007 5.08695 2.71025
H 0.25957 6.97249 0.28630
C -0.28234 -3.11232 0.96844
C 0.36859 -4.13103 0.03633
C 1.17537 -5.11627 0.89430
C -0.73974 -4.88889 -0.70946
C 1.28220 -3.46207 -0.99114
C 2.02099 -4.27891 -1.86831
C 2.86325 -3.75834 -2.82567
C 2.97369 -2.37492 -2.92073
S 3.94130 -1.41078 -3.98550
C 3.31508 0.03327 -3.24165
N 2.45060 -0.17766 -2.28675
C 2.24345 -1.53991 -2.07452
C 1.39582 -2.08591 -1.10393
C 3.72750 1.37281 -3.68168
C 4.71986 1.51890 -4.65688
C 5.08562 2.78908 -5.06308
C 4.45562 3.89322 -4.49750
C 3.47207 3.72020 -3.53203
C 3.06844 2.45626 -3.07726
H -0.89264 -3.63017 1.71536
H -0.94083 -2.42782 0.42860
H 0.46887 -2.51945 1.49865
H 0.51863 -5.58524 1.63362
H 1.97485 -4.59595 1.42900
H 1.62866 -5.91334 0.29954
H -1.39710 -5.40012 0.00216
H -0.32452 -5.63960 -1.38895
H -1.34712 -4.19474 -1.29761
H 1.92571 -5.35623 -1.79211
H 3.42403 -4.41246 -3.48277
H 0.85424 -1.40674 -0.45399
H 5.21596 0.66065 -5.09927
H 5.85504 2.91991 -5.81396
H 4.73674 4.89169 -4.81865
H 2.99781 4.60998 -3.12467
C -4.52217 -3.34706 -0.02197
C -4.76355 -1.95314 0.57529
C -5.22864 -2.12961 2.01992
C -5.88718 -1.25374 -0.20317
C -3.47686 -1.13095 0.49461
C -2.91900 -0.83815 -0.74840
C -1.75877 -0.10341 -0.81921
Br -1.05582 0.37261 -2.51564
C -1.04401 0.35561 0.31406
O 0.09817 0.95793 0.14831
C -1.64331 0.11397 1.57336
C -2.82465 -0.62956 1.61166
C -1.10396 0.63833 2.92053
C -0.70845 -0.55169 3.80811
C -2.22466 1.42888 3.61784
C 0.11103 1.57468 2.84080
H -5.42952 -3.95874 0.04061
H -3.71975 -3.86028 0.51497
H -4.22889 -3.28439 -1.07308
H -6.15159 -2.71663 2.03703
H -5.43262 -1.16631 2.49690
H -4.48260 -2.65795 2.62102
H -6.81236 -1.83770 -0.14876
H -5.63022 -1.12972 -1.25782
H -6.07975 -0.26068 0.21087
H -3.39643 -1.16817 -1.66696
H -3.25763 -0.81548 2.58787
H -1.54147 -1.24410 3.96319
H -0.37736 -0.19450 4.78917
H 0.11455 -1.10857 3.35534
H -3.10675 0.81442 3.81616
H -2.53528 2.27520 3.00008
H -1.86439 1.81754 4.57527
H 0.98779 1.08284 2.42641
H 0.34774 1.91153 3.85573
H -0.09782 2.45253 2.22732
```

The HOMO energy comes out at -5.3322 eV. The LUMO energy is 2.3 eV. The calculation puts the frontier orbital gap at 7.595 eV. The energy comes out at -5043.3145 hartree. The charge is -1. The energy relative to the best compared isomer or geometry (same formula, charge and spin) is 24.74 kJ/mol.


Record 4
Density functional theory data (wB97M-V/def2-TZVPD) for 6 unconnected molecules or ions with the total composition C38H39Cl2FN8O in a non-equilibrium geometry.

```
89
C38H39Cl2FN8O | the OMol25 dataset | wB97M-V/def2-TZVPD
C -2.64609 1.48371 5.80827
C -3.00236 0.93075 4.44119
C -3.01973 2.01042 3.20387
C -1.73022 3.06187 3.37528
N -0.92367 4.05430 3.59507
C -4.44683 2.86036 3.37725
C -4.22569 4.50136 3.26043
O -4.02331 5.16884 4.40785
F -4.28468 5.28575 2.00590
C -2.89808 1.29393 1.69823
C -3.44249 2.47912 0.64629
N -3.81853 3.34925 -0.26861
C -3.94506 0.04318 1.49137
N -3.61148 -0.68278 0.19844
C -4.82269 -1.43613 -0.31194
C -1.35610 0.99676 1.23523
Cl -0.52921 2.23519 0.06826
C -0.50529 -0.15501 1.62974
C -1.05195 -1.29043 2.67385
Cl 1.25834 -0.34475 0.97459
H -3.47257 1.76700 6.59958
H -1.51591 1.71189 6.11195
H -3.20671 -0.21899 4.36844
H -4.80065 2.68287 4.50406
H -5.31399 2.44964 2.70807
H -5.02186 0.52881 1.33188
H -4.04159 -0.67729 2.40763
H -2.83253 -1.37647 0.32374
H -5.54362 -0.69335 -0.86792
H -5.37091 -2.07240 0.53455
H -4.43528 -2.19516 -1.13357
H -1.01860 -0.91161 3.80586
H -2.06560 -1.79784 2.38402
H -0.24306 -2.16985 2.64601
N -0.06452 5.85375 -4.27863
C -0.20467 5.22247 -3.09237
C 0.83142 4.57873 -2.43489
C 2.08851 4.57741 -3.03004
C 2.26396 5.21747 -4.25260
C 1.16794 5.83713 -4.83110
H -1.20501 5.24847 -2.67011
H 0.66221 4.08990 -1.48218
H 2.92467 4.08199 -2.54522
H 3.23089 5.23389 -4.74255
H 1.25482 6.35324 -5.78315
N 4.46304 -2.40292 4.44241
C 5.47627 -1.62807 4.88773
C 5.80597 -0.39958 4.33793
C 5.05462 0.06332 3.26290
C 4.00587 -0.71288 2.78045
C 3.75036 -1.92632 3.39867
H 6.03487 -2.03410 5.72604
H 6.62885 0.18192 4.73790
H 5.28412 1.02105 2.80493
H 3.40184 -0.38054 1.94382
H 2.94026 -2.56670 3.06109
N 3.75396 1.59245 -6.63668
C 2.77118 2.23362 -5.96706
C 1.57485 2.62724 -6.54499
C 1.37294 2.35115 -7.89314
C 2.36736 1.69372 -8.61011
C 3.52845 1.33654 -7.94363
H 2.97741 2.42924 -4.91879
H 0.81911 3.13711 -5.95834
H 0.44835 2.64554 -8.38110
H 2.24085 1.46450 -9.66212
H 4.33253 0.81844 -8.45874
N -6.04603 -4.61406 -0.79876
C -5.08616 -5.48137 -0.40919
C -5.34806 -6.74596 0.09318
C -6.67496 -7.14681 0.20780
C -7.68602 -6.27512 -0.18341
C -7.32472 -5.03199 -0.67738
H -4.06697 -5.12117 -0.51492
H -4.53719 -7.40218 0.38833
H -6.91930 -8.13034 0.59846
H -8.72988 -6.55734 -0.10612
H -8.07718 -4.31750 -0.99928
N 6.57500 -1.66439 0.40675
C 6.48137 -2.66974 1.30445
C 7.09631 -3.90170 1.14865
C 7.85098 -4.12015 0.00094
C 7.96468 -3.10466 -0.94298
C 7.31588 -1.90537 -0.69665
H 5.87896 -2.45184 2.18153
H 6.98906 -4.67229 1.90360
H 8.34665 -5.07362 -0.15667
H 8.54502 -3.24365 -1.84805
H 7.37726 -1.08088 -1.40146
```

The HOMO energy comes out at -8.7776 eV. The LUMO energy is -1.9 eV. The calculation puts the frontier orbital gap at 6.875 eV. The energy comes out at -3004.3635 hartree. The SMILES is C=C[C@](C#N)(CC(=O)F)[C@](C#N)(CNC)/C(Cl)=C(\C)Cl.c1ccncc1.c1ccncc1.c1ccncc1.c1ccncc1.c1ccncc1.


Record 5
Density functional theory data (wB97M-V/def2-TZVPD) for a molecular structure, C38H39F18O21Zr in a non-equilibrium geometry.

```
117
C38H39F18O21Zr | the OMol25 dataset | wB97M-V/def2-TZVPD
Zr -3.57927 1.39618 1.83566
C 1.37907 3.87320 0.73865
C 2.44789 4.23214 -0.15094
C 3.92028 4.25450 0.33272
O 4.75486 4.81300 -0.35453
C 4.14885 3.90414 1.73790
C 3.09066 3.59322 2.58742
C 1.67011 3.60426 2.08145
O 0.74064 3.36177 2.88439
O 3.29713 3.18057 3.74631
O 2.28141 4.62410 -1.30811
H 0.37740 3.76980 0.35793
H 5.15878 3.90522 2.12373
C -6.24410 -0.04482 4.93213
C -5.34792 0.02400 3.86771
C -3.92810 -0.71721 4.08384
O -3.09946 -0.36291 3.16786
C -3.73490 -1.43964 5.25784
C -4.65330 -1.42954 6.29271
C -5.99993 -0.77784 6.09516
O -6.74003 -0.64730 7.06971
O -4.23181 -1.68036 7.43119
O -5.36109 0.77004 2.83227
H -7.11849 0.56445 4.74359
H -2.73317 -1.80200 5.43872
C 0.28175 0.82102 -0.44776
C -0.34844 0.46915 0.89200
O -1.73459 0.60749 1.01487
H 0.04689 -0.00581 -1.12043
H 1.32862 1.02033 -0.23468
H -0.16701 1.69274 -0.91760
H 0.14651 1.02768 1.69767
H -0.13535 -0.57655 1.16779
C 1.67383 -2.36888 -1.48944
C 2.58274 -3.51536 -1.06294
O 2.67291 -4.49407 -2.08371
C 1.76303 -5.43449 -2.20195
O 0.88387 -5.64460 -1.41529
C 1.92907 -6.30620 -3.45491
F 3.09259 -6.12350 -4.08018
F 1.82369 -7.58258 -3.09547
F 0.96949 -5.98733 -4.33323
H 1.44466 -1.76739 -0.61075
H 0.71491 -2.76974 -1.82705
H 2.14970 -1.82685 -2.30055
H 2.22665 -3.97820 -0.14115
H 3.57575 -3.08847 -0.93623
C -2.39500 4.36527 -2.72498
C -1.51521 3.90353 -1.57722
O -1.69207 4.81317 -0.48645
C -1.99185 4.45865 0.71843
O -2.34203 3.34217 1.05206
C -2.00464 5.63899 1.71350
F -3.28348 5.97641 1.95077
F -1.48232 5.29446 2.87442
F -1.34688 6.67549 1.23684
H -2.23462 5.40295 -3.01387
H -3.45593 4.23338 -2.49253
H -2.32291 3.79626 -3.65431
H -0.45328 3.90980 -1.83150
H -1.71200 2.86292 -1.31805
C -1.81173 0.24404 -4.69998
C -1.28837 -1.06489 -4.13177
O -0.99686 -1.94603 -5.20470
C 0.24966 -2.37043 -5.37287
O 1.10118 -2.16298 -4.55209
C 0.53158 -3.02173 -6.72802
F -0.59791 -3.02205 -7.45601
F 1.46797 -2.30591 -7.36914
F 1.00726 -4.25737 -6.59380
H -2.86941 0.24895 -4.97205
H -1.33610 0.54194 -5.63699
H -1.63767 1.01854 -3.94993
H -2.10491 -1.41965 -3.50244
H -0.41443 -0.87312 -3.51292
C -1.79110 -4.08282 1.10219
C -2.58785 -2.81268 1.21451
O -3.45834 -2.66320 0.07191
C -4.21448 -1.61187 -0.01153
O -4.31359 -0.74067 0.80287
C -4.82153 -1.50130 -1.43277
F -5.91737 -0.72419 -1.37724
F -3.95614 -0.82946 -2.22747
F -5.06909 -2.68023 -1.97320
H -0.95702 -4.10680 1.80024
H -1.34953 -4.18112 0.10353
H -2.35460 -5.01544 1.16031
H -1.94793 -1.93207 1.27464
H -3.19345 -2.86073 2.12185
C 6.24030 1.71138 -0.36956
C 6.03532 1.96100 -1.85763
O 4.83762 1.30504 -2.33372
C 3.93033 2.07066 -2.90812
O 3.89888 3.24762 -3.03273
C 2.82155 1.26710 -3.59100
F 1.93504 0.84349 -2.66318
F 2.11263 2.05111 -4.41717
F 3.23625 0.21622 -4.29947
H 6.51119 0.65706 -0.28684
H 5.34908 1.89634 0.23224
H 6.99395 2.37017 0.05764
H 6.79487 1.43988 -2.43801
H 6.07061 3.04069 -1.99485
C 0.24620 -1.96567 5.78628
C 0.01086 -1.45871 4.38837
O 1.14133 -1.67457 3.54455
C 1.94470 -0.61055 3.43528
O 1.79793 0.45055 3.93591
C 3.19604 -0.87139 2.59150
F 2.97844 -1.84184 1.70245
F 3.57933 0.22603 1.97095
F 4.18384 -1.23020 3.41503
H 0.82258 -1.24297 6.37028
H 0.76115 -2.92578 5.82923
H -0.66395 -2.09583 6.37535
H -0.48735 -0.48921 4.34777
H -0.83160 -2.02515 3.97096
```

The HOMO energy comes out at -3.7222 eV. The LUMO energy is -1.7 eV. The calculation puts the frontier orbital gap at 2.056 eV. The energy comes out at -4896.0782 hartree. The charge is -1. The energy relative to the best compared isomer or geometry (same formula, charge and spin) is 396.70 kJ/mol.